Record 1
Below is a 4-piece molecular cluster, BrH6O3 overall at a distorted geometry, with properties calculated with ωB97M-V with the def2-TZVPD basis set.

The geometry in XYZ format:
```
10
Properties=species:S:1:pos:R:3:forces:R:3:lowdin_charge:R:1
Br -0.0362 1.1403 0.8743 0.16 0.13 -0.08 -0.337
O -0.6827 2.3685 -2.3742 -0.27 0.18 -0.77 -0.109
O -0.8569 -1.6942 -0.5146 -0.16 -1.13 -0.48 -0.140
O 1.4788 -1.6408 2.6578 0.37 -0.49 0.53 -0.102
H -0.3515 2.1112 -1.5138 0.13 -0.38 0.89 -0.116
H -1.7562 -1.4841 -0.2630 -0.04 0.22 0.14 0.009
H 1.1989 -0.8264 2.2400 -0.38 0.64 -0.37 -0.093
H -0.1796 3.1507 -2.6008 0.10 0.14 -0.01 0.010
H -0.3868 -0.8637 -0.4408 0.20 0.74 0.36 -0.137
H 1.5722 -2.2615 1.9351 -0.11 -0.04 -0.21 0.015
```
Positions in Å, forces in eV/Å.

Values from the calculation:
Charge: -1
ΔE to the lowest compared entry with this formula, charge and spin (kcal/mol): 2.71
Largest force on an atom (hartree/bohr): 0.0241
E_HOMO (eV): -4.7
Gap between HOMO and LUMO (hartree): 0.31326

Record 2
Below is a 3-piece molecular cluster, C6H15N overall at a distorted geometry, with properties calculated with ωB97M-V with the def2-TZVPD basis set.

The geometry in XYZ format:
```
22
Properties=species:S:1:pos:R:3:forces:R:3:lowdin_charge:R:1
N 0.9891 1.0182 0.1281 1.17 0.65 -1.24 0.023
C 1.9002 -1.2295 -0.1852 0.01 0.05 0.15 -0.047
C -1.5826 0.1934 -0.4673 1.58 0.32 1.77 -0.383
C -2.6849 1.0423 0.1659 -0.02 -0.09 -0.11 -0.172
C -1.8993 -1.2956 -0.3468 -0.06 0.05 -0.05 -0.174
C 3.2493 0.6071 0.8545 -0.02 -0.13 0.15 0.038
C 2.1197 0.1660 0.3140 -0.01 0.38 -0.56 -0.435
H -1.5530 0.4374 -1.5372 0.32 0.12 -0.03 0.077
H -2.7802 0.8360 1.2355 0.04 0.02 0.00 0.062
H 4.0900 -0.0531 0.9968 -0.01 -0.12 0.08 0.056
H -3.6683 0.8472 -0.2828 0.03 0.01 0.01 0.061
H 3.3701 1.6275 1.1868 -0.04 0.12 -0.04 0.054
H -0.3283 0.5220 0.1894 -4.51 -1.45 -1.37 0.131
H -1.9334 -1.6143 0.6996 0.06 0.01 -0.02 0.065
H 1.1400 1.9735 0.4409 0.07 -0.12 -0.07 0.115
H 1.0862 -1.7028 0.3662 -0.02 -0.01 -0.02 0.079
H -2.8757 -1.5491 -0.7824 0.03 0.05 0.02 0.062
H -2.4842 2.1093 0.0472 -0.01 0.04 0.06 0.054
H 0.5876 1.0215 -0.8503 1.35 0.16 1.26 0.124
H -1.1610 -1.9100 -0.8675 0.05 -0.04 0.07 0.046
H 1.6151 -1.2236 -1.2387 0.00 0.00 -0.04 0.085
H 2.8036 -1.8235 -0.0666 -0.02 0.00 -0.02 0.078
```
Positions in Å, forces in eV/Å.

Values from the calculation:
ΔE to the lowest compared entry with this formula, charge and spin (kcal/mol): 67.44
Largest force on an atom (hartree/bohr): 0.0959
E_HOMO (eV): -7.7
Gap between HOMO and LUMO (hartree): 0.31408

Record 3
Below is a 14-piece molecular cluster, C4H36N2O14 overall at a distorted geometry, with properties calculated with ωB97M-V with the def2-TZVPD basis set.

The geometry in XYZ format:
```
56
Properties=species:S:1:pos:R:3:forces:R:3:lowdin_charge:R:1
O -3.4476 2.2202 2.0686 1.47 0.27 -2.49 -0.168
O -0.2307 0.6695 -0.7639 0.67 0.60 -0.13 -0.014
O -0.7668 0.4544 -4.6405 -0.45 0.94 -5.52 0.009
O -2.8365 2.8341 -2.1930 -1.44 3.54 0.28 -0.074
O 2.1756 -0.2483 2.0327 1.70 0.19 -1.03 -0.099
O -3.4982 0.5719 -3.3328 -3.48 0.14 -0.33 -0.116
O -0.5699 2.5542 3.2024 -0.25 -0.42 0.07 -0.088
O 2.9960 -3.3672 2.3856 1.00 -3.62 0.35 -0.043
O 1.1885 -2.0456 3.8484 0.06 1.20 -1.61 -0.061
O 1.8244 -3.8341 -0.1204 0.81 -0.85 1.67 -0.104
O 4.3990 -1.4191 1.0231 1.11 2.98 0.91 -0.028
O 1.4345 2.0781 -3.3247 -0.61 1.04 -0.30 -0.099
O -1.8234 2.8049 0.1836 3.32 0.43 5.71 -0.006
O 2.5108 2.8020 -1.2015 -1.28 -0.22 2.02 -0.102
N 0.1706 -1.4963 -0.2390 2.19 0.15 -0.48 0.082
N 1.7501 -0.1920 -1.4764 -0.54 1.35 -0.37 0.163
C -1.1674 -0.7712 1.6497 -3.19 0.04 0.24 -0.061
C -1.1319 -1.7174 0.4765 3.18 -2.17 0.27 -0.395
C -2.2714 -1.6099 -0.4860 -0.15 1.99 -1.10 -0.066
C 0.5670 -0.2775 -0.7664 -1.63 -1.77 -0.27 -0.562
H -3.2021 -1.8653 -0.0159 -0.57 0.07 0.34 0.069
H -0.9856 2.2977 0.1772 -0.70 0.03 -0.35 0.061
H -1.4201 2.4018 2.7286 0.41 -0.11 0.60 -0.002
H -3.4164 3.1656 2.2153 -0.45 0.47 0.70 0.008
H 0.6651 -1.2690 3.5006 0.85 -1.44 1.13 0.044
H -3.6198 3.4857 -2.3316 2.05 -2.18 0.23 0.121
H 2.4470 -0.8781 -1.5556 0.42 -1.36 0.43 0.079
H 2.1724 -3.7369 0.8291 -0.43 -0.16 -1.28 0.033
H -2.1919 -2.2174 -1.3917 0.36 -0.12 0.28 0.081
H -0.5623 1.9487 3.9679 -0.25 0.44 -0.68 0.041
H -2.9014 2.3220 1.1300 -1.07 -0.77 2.43 0.036
H 4.5094 -2.2579 0.6562 0.38 -2.22 -0.83 0.022
H -0.9355 -2.8219 0.8442 -0.85 1.98 -0.56 0.170
H 2.1598 0.7273 2.0426 0.03 -0.69 -0.10 0.057
H 0.9420 -2.2092 -0.1132 -1.71 0.96 -0.41 0.097
H -3.5992 0.7785 -4.3133 0.16 -0.40 1.82 0.097
H 2.0596 2.6175 -2.7949 0.03 -0.24 -0.59 0.008
H 2.7614 -2.4855 2.4119 -0.91 3.19 0.39 -0.044
H -2.2226 2.7435 -0.6008 -2.19 -0.37 -5.63 -0.082
H -0.8790 0.2882 -3.7818 -0.42 -1.00 5.42 -0.059
H -1.8904 -1.1466 2.4130 0.15 0.31 -0.55 0.102
H 1.7181 0.3929 -2.3223 -0.33 -0.03 0.77 0.072
H 5.2905 -1.0227 1.1899 -1.20 -0.71 -0.31 0.105
H 1.7783 2.1067 -1.2090 1.25 1.03 0.51 0.038
H 3.0327 -0.5259 1.5338 -1.91 0.78 1.08 0.036
H -0.2552 -0.7008 2.1663 1.29 0.39 -0.01 0.012
H 2.8043 -3.6809 3.2911 -0.01 0.25 -0.88 0.078
H 1.7642 -4.8067 -0.2003 -0.08 0.77 -0.19 0.061
H 2.3603 3.3052 -0.3555 0.25 -0.67 -1.36 0.089
H -2.2849 -0.5113 -0.8497 -0.28 -1.71 0.61 0.096
H -3.0410 1.9550 -2.4891 -0.56 -0.87 -0.82 -0.042
H -4.4738 0.6126 -2.9252 3.14 -0.31 -1.61 0.141
H -1.5537 0.2034 1.2788 0.55 -0.49 0.61 0.074
H 0.6465 2.6634 -3.2752 0.34 -0.86 -0.28 0.077
H 0.1557 0.5107 -4.8427 0.77 0.12 0.17 0.026
H 0.8948 -2.4010 4.6653 -0.99 0.11 1.01 0.028
```
Positions in Å, forces in eV/Å.

Values from the calculation:
ΔE to the lowest compared entry with this formula, charge and spin (kcal/mol): 89.78
Largest force on an atom (hartree/bohr): 0.1287
E_HOMO (eV): -8.9
Gap between HOMO and LUMO (hartree): 0.33416